1.
The following is a DFT calculation (wB97M-V/def2-TZVPD) of a 2-piece molecular cluster, C2H3NO overall in a non-equilibrium geometry.

Summary:
⟨S²⟩	2.006
strongest force on any atom	5.3	eV/Å
energy relative to the best compared isomer or geometry (same formula, charge and spin)	38.09	kcal per mole
E_HOMO (spin up / spin down)	-6.696 / -12.679	eV
electronic energy	-5654.7416	eV

```
! RIJCOSX wB97M-V def2-TZVPD def2/J DEFGRID3
* xyz 0 3
C -1.87674 -0.32936 0.73562
C 1.38603 0.22391 -0.52804
N -1.81318 -0.00107 -0.33938
O 1.05398 -0.24800 0.52961
H -1.81951 -0.76916 1.72682
H 2.13870 0.91750 -0.60049
H 0.93073 0.20618 -1.52415
*
```

Atom charges from the natural (NBO) analysis, given in e for atoms 1 to 5: number 1, C, carries 0.08; number 2, C, carries -0.26; number 3, N, carries -0.32; number 4, O, carries -0.21; number 5, H, carries 0.24

***

2.
The following is a DFT calculation (wB97M-V/def2-TZVPD) of a 2-piece molecular cluster, C2H3NO2 overall in a non-equilibrium geometry.

Summary:
SMILES	C#[N+][O-].C=O
strongest force on any atom	2.8	eV/Å
energy relative to the best compared isomer or geometry (same formula, charge and spin)	104.67	kcal per mole
E_HOMO	-9.855	eV
electronic energy	-7703.3038	eV

```
! RIJCOSX wB97M-V def2-TZVPD def2/J DEFGRID3
* xyz 0 1
C 2.45356 0.63124 0.16720
N 1.76407 -0.11713 -0.36621
O 1.05784 -1.04002 -0.56658
H 3.40130 1.11158 0.40998
C -1.38577 0.23534 0.05306
O -0.80302 1.25659 0.13361
H -2.10759 -0.04662 -0.78785
H -1.48039 -0.41551 0.93887
*
```

Atom charges from the natural (NBO) analysis, given in e for atoms 1 to 5: number 1, C, carries -0.03; number 2, N, carries 0.20; number 3, O, carries -0.41; number 4, H, carries 0.25; number 5, C, carries 0.30